1.
The following is a quantum chemistry calculation of a 2-piece molecular cluster, C4H7NO2S overall in a non-equilibrium geometry, from the Open Molecules 2025 dataset.

Last column: natural (NBO) charge in e.
Geometry (Å):
1 S 1.11070 -1.58360 1.01650  0.084
2 O -3.12240 1.12380 -1.13555  -0.493
3 O -1.70331 0.95909 0.63620  -0.572
4 N -2.24626 0.46263 -0.58326  0.313
5 C 1.36747 -0.06308 1.13611  -0.305
6 C -1.56678 -0.51075 -0.99068  0.212
7 C 2.47713 0.64800 0.57049  -0.692
8 C -1.08833 -1.63608 -1.35916  -0.423
9 H 0.59930 0.61865 1.59264  0.208
10 H 3.19514 0.87357 1.35958  0.246
11 H -1.66969 -2.52686 -0.95554  0.232
12 H 2.15883 1.66962 0.15307  0.226
13 H -0.22220 -1.89685 -1.99482  0.243
14 H -2.32545 1.66295 0.90558  0.490
15 H 3.03585 0.19892 -0.35116  0.232

- Kohn-Sham gap: 8.66 eV
- Relative energy (zero: lowest compared OMol25 entry of this formula, charge and spin): 174.5 kcal per mole
- Structure (SMILES): C=C=[N+]([O-])O.CC=S
- HOMO level: -8.66 eV



2.
The following is a quantum chemistry calculation of a 2-piece molecular cluster, C8H10N2O2 overall in a non-equilibrium geometry, from the Open Molecules 2025 dataset.

Last column: natural (NBO) charge in e.
Geometry (Å):
1 O -2.76911 -1.13561 1.06710  -0.310
2 O -2.47114 -1.57914 -1.00170  -0.344
3 N -2.61669 2.73040 -0.05674  -0.455
4 N -2.12262 -1.04226 0.05566  0.417
5 C 1.07923 -0.44034 0.90023  -0.223
6 C -0.26588 -0.15420 1.37703  -0.525
7 C 0.81326 0.94774 -1.07483  -0.403
8 C -1.99252 1.79123 -0.22013  0.135
9 C -0.03384 -0.26455 -1.02184  -0.371
10 C 0.89764 -1.36966 -0.35437  -0.384
11 C -0.95885 -0.24409 0.05125  0.450
12 C 1.63660 0.82954 0.20936  -0.407
13 H -0.62863 -0.77604 2.14944  0.259
14 H 1.60374 -0.64195 1.73051  0.223
15 H 1.80883 -1.36569 -1.01220  0.234
16 H 1.44313 0.74801 -1.96848  0.215
17 H 1.65637 1.72598 0.87798  0.228
18 H -0.21691 -0.59406 -2.03648  0.279
19 H 2.66329 0.51185 -0.06576  0.214
20 H 0.42860 -2.37583 -0.12634  0.237
21 H -0.19159 0.82031 1.83573  0.270
22 H 0.23709 1.87835 -1.31545  0.261

- Kohn-Sham gap (alpha / beta): 8.64 / 8.64 eV
- Relative energy (zero: lowest compared OMol25 entry of this formula, charge and spin): 185.4 kcal per mole
- HOMO level (alpha / beta): -10.97 / -10.97 eV



3.
The following is a quantum chemistry calculation of C27H51F7GaO14S as an isolated structure in a non-equilibrium geometry, from the Open Molecules 2025 dataset.

Last column: Löwdin charge in e.
Geometry (Å):
1 Ga 5.57658 -0.01801 -2.22486  0.293
2 S 4.58357 -2.02584 -1.40983  0.536
3 F 1.30474 -2.92625 -0.96168  0.177
4 F 3.35072 -2.34316 -3.71546  0.121
5 F 0.89197 -2.58203 -3.02762  0.123
6 F 1.94949 -0.06758 -2.86187  0.187
7 F 0.17506 -0.50941 -1.78848  0.121
8 F 1.98018 -0.22725 -0.71420  0.205
9 F 3.18405 -4.00822 -2.36259  0.101
10 O 5.35228 2.45126 0.90014  0.089
11 O -4.44281 3.02449 8.36281  0.001
12 O 0.45602 0.16426 -9.13315  0.091
13 O -5.80469 -2.53255 -0.79821  0.091
14 O 5.62239 -3.04301 -1.56693  -0.420
15 O 4.22937 -1.96512 0.01857  -0.433
16 O 0.74406 0.72817 -7.02572  0.005
17 O -4.07535 -1.00771 3.76742  0.084
18 O 4.24329 -2.55704 -6.67409  -0.006
19 O -4.17543 1.12361 9.43880  0.093
20 O -3.67687 -1.96170 -0.80534  0.006
21 O -3.10942 -0.37361 5.63913  0.001
22 O 3.83605 3.45105 2.16094  -0.014
23 O 5.32830 -0.85651 -5.78367  0.089
24 C 4.34101 -3.84269 -8.73565  -0.070
25 C -6.20901 1.30823 8.24165  0.015
26 C -4.94230 -1.80366 -0.38046  -0.529
27 C -0.89231 -0.50198 6.64363  -0.058
28 C -5.23670 -0.77253 0.68174  0.009
29 C -5.08217 3.82957 7.36697  -0.232
30 C 1.51484 -0.71428 -1.82641  -0.608
31 C -4.85729 1.79295 8.70801  -0.533
32 C 4.90239 -0.64834 -8.09998  0.011
33 C 3.46609 -3.13478 -7.71985  -0.239
34 C 0.38304 1.47626 -5.85624  -0.220
35 C -6.25018 4.60269 7.94465  -0.066
36 C -0.56432 0.69512 -4.96934  -0.063
37 C -3.33103 -1.28000 4.67416  -0.521
38 C -2.00163 -1.34194 0.84848  -0.055
39 C -1.40143 1.23091 -8.12572  0.006
40 C -2.62017 -1.04186 -0.50105  -0.227
41 C 1.72538 -2.23868 -2.00540  -0.386
42 C 0.00942 0.69022 -8.14678  -0.535
43 C 3.09358 3.31799 4.47222  -0.073
44 C 4.21615 1.00947 2.37902  0.020
45 C 2.69499 3.40097 3.01194  -0.252
46 C 4.82528 -1.33868 -6.75605  -0.518
47 C 4.50256 2.34524 1.73271  -0.517
48 C -2.38614 -0.64956 6.84716  -0.224
49 C 3.15136 -2.66635 -2.45337  -0.549
50 C -2.57610 -2.58648 4.69467  0.019
51 H 5.02246 -3.14948 -9.23026  0.064
52 H 4.10236 -0.91927 -8.78641  0.066
53 H -0.01146 2.45723 -6.12900  0.112
54 H -7.02708 3.93577 8.31998  0.066
55 H -0.78382 1.25180 -4.05759  0.083
56 H 3.65306 2.40625 4.68293  0.066
57 H -1.69005 -2.49400 4.06673  0.096
58 H -1.64197 -2.37171 0.87660  0.088
59 H -3.22289 -3.36110 4.28721  0.095
60 H -0.11964 -0.26240 -4.69820  0.075
61 H -0.36151 -0.65867 7.58310  0.084
62 H 4.82227 0.42409 -7.93557  0.089
63 H 3.72853 -4.32757 -9.49804  0.076
64 H -1.56295 2.01969 -7.39470  0.066
65 H -2.72630 0.08845 7.57208  0.103
66 H 2.21022 3.33723 5.11352  0.074
67 H -6.94520 1.50820 9.01962  0.096
68 H -4.54957 0.06999 0.68369  0.070
69 H 2.81317 -3.86171 -7.23646  0.122
70 H 6.81825 -0.44958 -3.14406  -0.116
71 H -5.22119 -1.25405 1.65798  0.074
72 H -6.54002 1.75069 7.30515  0.071
73 H 1.31448 1.65534 -5.32025  0.126
74 H -2.65916 -1.62644 7.24961  0.117
75 H 5.86626 -0.86990 -8.55784  0.090
76 H 3.20775 0.91551 2.77930  0.066
77 H -1.50609 0.47813 -5.47648  0.068
78 H -5.36604 3.22628 6.50329  0.116
79 H 4.94105 0.83748 3.17445  0.095
80 H -6.22931 -0.36453 0.49781  0.089
81 H -1.16382 -0.67008 1.04261  0.084
82 H -0.65913 0.49525 6.26899  0.083
83 H -1.87206 -1.17896 -1.27575  0.101
84 H -2.96735 -0.00992 -0.58234  0.116
85 H 4.32594 0.23277 1.62085  0.078
86 H -1.61690 1.66003 -9.10247  0.087
87 H 2.15357 4.33151 2.83761  0.117
88 H -0.51313 -1.21481 5.91030  0.069
89 H -5.91993 5.21374 8.78536  0.083
90 H -4.32222 4.52837 7.01946  0.123
91 H -2.72787 -1.23298 1.65599  0.046
92 H 2.02406 2.59161 2.71698  0.111
93 H -2.28386 -2.91406 5.68957  0.070
94 H 2.81363 -2.38882 -8.17868  0.112
95 H -6.69028 5.25302 7.18776  0.082
96 H -6.14754 0.23474 8.07498  0.091
97 H 4.95475 -4.59805 -8.24336  0.081
98 H 3.73841 4.15737 4.73551  0.080
99 H 6.08076 0.89726 -1.03724  -0.122
100 H 4.55096 0.73388 -3.20448  -0.124
101 H -2.09249 0.41080 -7.93465  0.095

- Kohn-Sham gap: 6.98 eV
- Charge: -1
- HOMO level: -5.40 eV



4.
The following is a quantum chemistry calculation of one molecule with the formula C2H6N3P in a non-equilibrium geometry, from the Open Molecules 2025 dataset.

Last column: natural (NBO) charge in e.
Geometry (Å):
1 P 1.02872 0.17554 -0.32045  1.270
2 N -0.26451 1.17792 0.19556  -0.806
3 N -1.57635 0.64799 -0.03093  -0.299
4 N -1.32815 -0.75557 0.14996  -0.439
5 C 2.48762 -0.21656 0.38425  -0.779
6 C -0.14741 -1.19200 -0.35101  -0.380
7 H 0.98696 0.55346 -1.63318  -0.068
8 H 0.07528 -2.18759 0.19157  0.219
9 H -1.78820 -1.04223 1.12491  0.405
10 H 2.62405 -0.11478 1.39709  0.172
11 H -1.91696 0.85744 -0.98220  0.332
12 H -0.18105 2.09638 -0.12558  0.374

- Kohn-Sham gap (alpha / beta): 8.32 / 7.31 eV
- Relative energy (zero: lowest compared OMol25 entry of this formula, charge and spin): 123.4 kcal per mole
- 2S+1: 3
- HOMO level (alpha / beta): -7.42 / -8.24 eV



5.
The following is a quantum chemistry calculation of a 2-piece molecular cluster, C2H6ClOS overall, from the Open Molecules 2025 dataset.

Last column: natural (NBO) charge in e.
Geometry (Å):
1 Cl 0.23390 -2.93096 2.13612  -0.980
2 S 0.68637 0.88188 -0.72465  1.237
3 O -0.03701 1.65895 -1.77042  -1.019
4 C 0.22531 -0.81810 -0.91659  -0.858
5 C -0.21793 1.10751 0.80201  -0.848
6 H -0.86088 -0.82492 -1.02182  0.225
7 H 0.16242 2.01067 1.28256  0.216
8 H -0.12491 0.25099 1.47153  0.276
9 H 0.72192 -1.22646 -1.79311  0.220
10 H -1.26542 1.27654 0.54959  0.228
11 H 0.47623 -1.38608 -0.01523  0.302

- Kohn-Sham gap: 7.43 eV
- Relative energy (zero: lowest compared OMol25 entry of this formula, charge and spin): 0.0 kcal per mole
- Charge: -1
- HOMO level: -4.13 eV